Entry 1
One molecule with the formula C4H13N2. Source: OMol25; level of theory: wB97M-V/def2-TZVPD.

Orbital gap (alpha / beta) ... 4.158 / 10.819 eV
Highest occupied orbital energy (alpha / beta) ... -3.1945 / -10.1212 eV
E_LUMO (alpha / beta) ... 0.035 / 0.026 Ha

ORCA input file:
```
! wB97M-V def2-TZVPD RIJCOSX def2/J DEFGRID3
* xyz 0 2
C -0.7520 1.6683 -0.9018
C -1.0233 0.3701 -0.0848
C 0.0946 0.3442 1.0576
C 1.4691 -0.3285 0.5806
N 1.3105 -1.8083 0.7425
N -1.1200 -0.8487 -1.0267
H -0.2044 1.2729 -1.7893
H -1.5664 2.3101 -1.1766
H 0.0011 2.3843 -0.4013
H -1.9699 0.5193 0.4295
H -0.3713 -0.1297 1.9155
H 0.1325 1.3756 1.4411
H 1.6466 0.2300 -0.4516
H 2.1368 0.1640 1.3327
H 2.1476 -2.2113 0.3233
H 1.4366 -1.9920 1.7405
H -1.4837 -1.5999 -0.4401
H -1.7134 -0.6950 -1.8552
H -0.1709 -1.0252 -1.4359
*
```


Entry 2
One molecule with the formula C4H13N2. Source: OMol25; level of theory: wB97M-V/def2-TZVPD.

Orbital gap (alpha / beta) ... 3.717 / 11.105 eV
Highest occupied orbital energy (alpha / beta) ... -2.8804 / -10.4633 eV
E_LUMO (alpha / beta) ... 0.031 / 0.024 Ha

ORCA input file:
```
! wB97M-V def2-TZVPD RIJCOSX def2/J DEFGRID3
* xyz 0 2
C -0.2917 -2.2497 0.0144
C -0.1131 -0.8209 -0.4505
C -0.8558 0.1957 0.5448
C -0.7652 1.6752 0.2225
N 0.6196 2.2102 0.2363
N 1.3998 -0.4713 -0.4978
H -1.1062 -2.3517 0.7379
H -0.7344 -2.8105 -0.8337
H 0.5856 -2.8541 0.2168
H -0.4753 -0.7011 -1.4683
H -1.8617 -0.1554 0.2791
H -0.4266 -0.0635 1.5118
H -1.3513 2.2309 0.9566
H -1.1833 1.7425 -0.7849
H 0.8556 2.5065 1.1822
H 1.4314 0.5793 -0.4506
H 0.5923 3.1280 -0.2090
H 1.9210 -1.0039 0.2228
H 1.7592 -0.7865 -1.4304
*
```


Tell me which of them is the most stable. Sure, it is entry 2.


Entry 1
A 2-piece molecular cluster, C8H15N overall. Source: OMol25; level of theory: wB97M-V/def2-TZVPD.

Orbital gap ... 7.768 eV
Highest occupied orbital energy ... -6.9797 eV
E_LUMO ... 0.029 Ha

ORCA input file:
```
! wB97M-V def2-TZVPD RIJCOSX def2/J DEFGRID3
* xyz 0 1
C 0.7477 0.5921 0.0079
C 0.6331 1.2947 1.3281
C 1.0026 1.4509 -1.1987
C -1.8746 -0.5009 0.9172
C 1.7669 -2.9680 -0.2680
C 0.8382 -1.8236 -0.2504
C -1.6185 0.1817 -0.3884
C -2.0437 1.4050 -0.6714
N 1.0637 -0.6446 -0.0433
H -1.2431 -0.4656 -1.1738
H -0.2166 1.9704 1.3212
H 0.5259 0.5796 2.1438
H 1.5292 1.8913 1.5134
H 2.0465 1.7773 -1.2277
H 0.7909 0.9040 -2.1145
H 0.3745 2.3366 -1.1584
H 2.5965 -2.8574 0.4385
H -2.8146 -1.0511 0.8446
H -1.0948 -1.2204 1.1489
H -1.9710 0.2157 1.7285
H 2.1722 -3.0513 -1.2704
H 1.2256 -3.8913 -0.0528
H -1.9424 1.8368 -1.6519
H -2.4939 2.0380 0.0779
*
```


Entry 2
One molecule with the formula C8H15N. Source: OMol25; level of theory: wB97M-V/def2-TZVPD.

Orbital gap ... 8.995 eV
SMILES string ... C=C(CN)C(C)=C(C)C
Highest occupied orbital energy ... -8.0966 eV
E_LUMO ... 0.033 Ha

ORCA input file:
```
! wB97M-V def2-TZVPD RIJCOSX def2/J DEFGRID3
* xyz 0 1
C -0.8214 -1.5629 1.3459
C -0.4831 -0.9927 0.2046
C 0.3340 -1.8848 -0.9237
N -0.5087 -2.8911 -1.4937
C -0.2459 0.3957 -0.1837
C -0.9498 0.8402 -1.4437
C 0.5240 1.2469 0.5213
C 0.5546 2.7139 0.1929
C 1.2567 0.8660 1.7726
H -1.4313 -1.0460 2.0710
H -0.6170 -2.6071 1.5555
H 1.1469 -2.3632 -0.3745
H 0.7712 -1.2840 -1.7198
H -0.9247 -3.4753 -0.7766
H -1.2550 -2.4879 -2.0495
H -1.7339 1.5584 -1.2010
H -1.3992 -0.0043 -1.9612
H -0.2577 1.3215 -2.1357
H -0.4346 3.1636 0.3074
H 0.8703 2.8882 -0.8364
H 1.2484 3.2549 0.8349
H 2.2646 1.2843 1.7533
H 0.7573 1.2777 2.6533
H 1.3342 -0.2118 1.8868
*
```


Tell me which of them is the most stable. Sure, it is entry 2.


Entry 1
One molecule with the formula CH4N2O2. Source: OMol25; level of theory: wB97M-V/def2-TZVPD.

Orbital gap (alpha / beta) ... 7.963 / 9.046 eV
Highest occupied orbital energy (alpha / beta) ... -7.1888 / -10.2795 eV
E_LUMO (alpha / beta) ... 0.028 / -0.045 Ha

ORCA input file:
```
! wB97M-V def2-TZVPD RIJCOSX def2/J DEFGRID3
* xyz 0 3
C -1.2956 -0.1448 0.0012
N 0.8626 0.7524 0.1317
N 0.0949 -0.4417 -0.0428
O 0.5024 -1.5963 -0.2070
O 2.1887 0.4656 0.2094
H -1.6511 -0.1994 1.0567
H -1.7567 0.8347 -0.4680
H -1.7102 -0.9175 -0.6192
H 2.7650 1.2470 -0.0619
*
```


Entry 2
A 2-piece molecular cluster, CH4N2O2 overall. Source: OMol25; level of theory: wB97M-V/def2-TZVPD.

Orbital gap (alpha / beta) ... 6.181 / 6.260 eV
Highest occupied orbital energy (alpha / beta) ... -5.7535 / -10.2537 eV
E_LUMO (alpha / beta) ... 0.016 / -0.147 Ha

ORCA input file:
```
! wB97M-V def2-TZVPD RIJCOSX def2/J DEFGRID3
* xyz 0 3
C -0.3436 0.2481 -0.3753
N 0.8883 0.8536 0.0147
N -0.6361 -0.8206 0.5839
O 0.2504 -1.2472 1.2603
O -1.7622 -1.1801 0.5496
H -1.1475 1.0905 -0.5071
H -0.0859 -0.5201 -1.6186
H 1.4956 1.1093 -0.7472
H 1.3410 0.4665 0.8398
*
```


Tell me which of them is the most stable. Sure, it is entry 1.


Entry 1
A 2-piece molecular cluster, C4H12S overall. Source: OMol25; level of theory: wB97M-V/def2-TZVPD.

Orbital gap (alpha / beta) ... 2.312 / 8.524 eV
Highest occupied orbital energy (alpha / beta) ... 1.1091 / -5.0380 eV
E_LUMO (alpha / beta) ... 0.126 / 0.128 Ha

ORCA input file:
```
! wB97M-V def2-TZVPD RIJCOSX def2/J DEFGRID3
* xyz -1 2
C -0.6145 -0.6324 0.6202
C -1.8260 -0.6336 -0.2312
S 0.1735 -2.3255 0.6763
H 0.1527 0.1568 0.3575
H -0.8329 -0.3580 1.7019
H -1.7269 -1.2651 -1.0499
H 1.2198 -2.0811 -0.2183
H -1.9358 0.4118 -0.5367
H -2.6770 -0.8834 0.3201
C 1.3775 2.3869 -1.4080
C 0.5794 2.9994 -0.0967
H 1.9875 3.2048 -1.8038
H 2.1222 1.5490 -1.2091
H 0.7556 2.0209 -2.2930
H 1.2756 3.4365 0.5304
H -0.1085 3.9427 -0.3002
H -0.1065 2.3518 0.3750
*
```


Entry 2
A 2-piece molecular cluster, C4H12S overall. Source: OMol25; level of theory: wB97M-V/def2-TZVPD.

Orbital gap (alpha / beta) ... 2.536 / 8.330 eV
Highest occupied orbital energy (alpha / beta) ... 1.1199 / -4.7645 eV
E_LUMO (alpha / beta) ... 0.134 / 0.131 Ha

ORCA input file:
```
! wB97M-V def2-TZVPD RIJCOSX def2/J DEFGRID3
* xyz -1 2
C -2.9909 0.0230 0.5606
S -2.4278 1.7006 1.1485
H -3.1621 -0.1140 -0.5053
H -2.2019 -0.6975 0.8026
H -3.8912 -0.0978 1.1505
H -1.9342 1.1351 2.2903
C 1.4657 0.8197 0.2533
C 1.0919 -0.0121 -0.9477
C 1.7863 -1.3861 -0.9374
H 1.2087 0.5642 1.2809
H 0.9917 1.7940 0.0676
H 2.5551 0.9430 0.3272
H 1.4452 0.5380 -1.8264
H 0.0144 -0.0971 -1.0936
H 1.3225 -2.2060 -1.4728
H 2.8358 -1.2261 -1.2130
H 1.8907 -1.6808 0.1147
*
```


Tell me which of them is the most stable. Sure, it is entry 2.


Entry 1
A 2-piece molecular cluster, C4H14N4 overall. Source: OMol25; level of theory: wB97M-V/def2-TZVPD.

Orbital gap ... 9.634 eV
SMILES string ... N/C=C/N.CNCN
Highest occupied orbital energy ... -8.6770 eV
E_LUMO ... 0.035 Ha

ORCA input file:
```
! wB97M-V def2-TZVPD RIJCOSX def2/J DEFGRID3
* xyz 0 1
N -0.8069 1.8958 3.4685
C -0.7346 1.5296 2.0864
C -0.8332 2.5058 1.1894
N -0.8590 2.3923 -0.2299
H -0.1435 1.3725 4.0191
H -1.7175 1.6863 3.8484
H -0.4084 0.5320 1.8130
H -0.8643 3.5350 1.5395
H 0.0525 2.4242 -0.6522
H -1.4226 3.0665 -0.7102
C 0.4793 -0.4351 -0.7340
N 1.4324 -1.4473 -1.1799
C 0.8999 -2.3919 -2.1335
N 0.1344 -3.4718 -1.5213
H 0.9384 0.3205 -0.1042
H -0.0085 0.0540 -1.5823
H -0.3349 -0.8540 -0.1391
H 2.2293 -0.9472 -1.5624
H 1.6957 -2.8610 -2.7119
H 0.2187 -1.9291 -2.8705
H 0.7069 -3.9041 -0.8053
H -0.6541 -3.0729 -1.0274
*
```


Entry 2
One molecule with the formula C4H14N4. Source: OMol25; level of theory: wB97M-V/def2-TZVPD.

Orbital gap ... 10.087 eV
SMILES string ... CC(N)(N)CC(N)N
Highest occupied orbital energy ... -9.1093 eV
E_LUMO ... 0.036 Ha

ORCA input file:
```
! wB97M-V def2-TZVPD RIJCOSX def2/J DEFGRID3
* xyz 0 1
C 1.3468 0.1581 1.1725
C 1.0566 -0.0989 -0.3076
N 1.9240 0.7071 -1.1405
N 1.5062 -1.4267 -0.6555
C -0.4165 0.0994 -0.7483
C -1.4970 -0.2569 0.2840
N -1.7438 0.8297 1.1966
N -2.8049 -0.3623 -0.3177
H 2.4139 0.0426 1.4038
H 1.0638 1.1740 1.4663
H 0.8167 -0.5529 1.8170
H 2.8612 0.7218 -0.7443
H 1.6081 1.6771 -1.0905
H 1.5022 -1.4623 -1.6760
H 2.4908 -1.5104 -0.4149
H -0.5929 -0.4914 -1.6612
H -0.5692 1.1409 -1.0695
H -1.2712 -1.1865 0.8144
H -1.2162 0.6760 2.0534
H -2.7210 0.7335 1.4701
H -2.9715 0.4960 -0.8391
H -2.7860 -1.1079 -1.0129
*
```


Entry 3
One molecule with the formula C4H14N4. Source: OMol25; level of theory: wB97M-V/def2-TZVPD.

Orbital gap ... 8.456 eV
SMILES string ... CNN[C@@](C)(N)NC
Highest occupied orbital energy ... -7.5948 eV
E_LUMO ... 0.032 Ha

ORCA input file:
```
! wB97M-V def2-TZVPD RIJCOSX def2/J DEFGRID3
* xyz 0 1
C 0.9918 -2.5835 0.2204
N 0.2035 -1.5817 -0.4625
N 0.9396 -0.3689 -0.6537
C 0.4274 0.7061 0.0961
C 0.7975 0.6345 1.5663
N 0.7610 1.9517 -0.4707
N -1.2684 0.3430 0.1204
C -1.9847 0.7718 -1.0673
H 1.2893 -2.3241 1.2530
H 0.4077 -3.5040 0.2468
H 1.9191 -2.7894 -0.3279
H -0.8445 -1.0488 -0.0530
H 0.9824 -0.1416 -1.6461
H 0.3545 1.4693 2.1107
H 1.8825 0.6654 1.6575
H 0.4346 -0.2969 1.9951
H 0.4916 2.0486 -1.4402
H 0.4492 2.7416 0.0761
H -1.7057 0.7069 0.9588
H -2.0076 1.8585 -1.2065
H -1.4986 0.3176 -1.9353
H -3.0223 0.4240 -1.0379
*
```


Tell me which of them is the most stable. Sure, it is entry 2.


Entry 1
An isolated ion of composition C6H8NO and charge +1. Source: OMol25; level of theory: wB97M-V/def2-TZVPD.

Orbital gap ... 6.897 eV
SMILES string ... C=CC(=C=O)C[NH+]=C
Highest occupied orbital energy ... -12.4650 eV
E_LUMO ... -0.205 Ha

ORCA input file:
```
! wB97M-V def2-TZVPD RIJCOSX def2/J DEFGRID3
* xyz 1 1
C -2.7347 0.0632 -0.6423
C -1.6219 0.7997 -0.6963
C -0.1979 0.3745 -0.3855
C 0.4446 1.5211 -0.4630
O 1.0015 2.5351 -0.5529
C 0.6101 -0.9325 -0.3340
N 1.6029 -1.1676 0.8194
C 1.8039 -0.2183 1.6691
H -3.7682 0.2835 -1.0396
H -2.6154 -0.8397 -0.2265
H -1.7622 1.8145 -1.0866
H -0.0997 -1.8554 -0.3565
H 1.3548 -0.8713 -1.2503
H 2.1621 -1.9104 0.5824
H 1.3027 0.7157 1.5089
H 2.5174 -0.3121 2.4535
*
```


Entry 2
An isolated ion of composition C6H8NO and charge +1. Source: OMol25; level of theory: wB97M-V/def2-TZVPD.

Orbital gap ... 9.565 eV
SMILES string ... C=C/C=[N+]1\CC=C1O
Highest occupied orbital energy ... -14.2104 eV
E_LUMO ... -0.171 Ha

ORCA input file:
```
! wB97M-V def2-TZVPD RIJCOSX def2/J DEFGRID3
* xyz 1 1
C -1.5149 1.6684 -2.2255
C -1.2332 0.6336 -1.3983
C -0.1552 0.7911 -0.2947
N 0.1549 -0.1714 0.4620
C -0.0622 -1.5720 0.5319
C 0.9881 -1.6764 1.5991
C 1.4115 -0.4310 1.4702
O 2.2838 0.4710 1.7292
H -2.2015 1.5999 -3.0766
H -0.8371 2.5873 -2.1441
H -1.6783 -0.2638 -1.5434
H 0.4828 1.5954 -0.1251
H 0.1611 -2.0476 -0.3974
H -1.1505 -1.8915 0.9427
H 1.4823 -2.5479 2.1784
H 1.8686 1.2549 2.2916
*
```


Tell me which of them is the most stable. Sure, it is entry 2.


Entry 1
A 2-piece molecular cluster, C2H2BrFO overall. Source: OMol25; level of theory: wB97M-V/def2-TZVPD.

Orbital gap (alpha / beta) ... 9.179 / 7.860 eV
Highest occupied orbital energy (alpha / beta) ... -8.9442 / -8.1862 eV
E_LUMO (alpha / beta) ... 0.009 / -0.012 Ha

ORCA input file:
```
! wB97M-V def2-TZVPD RIJCOSX def2/J DEFGRID3
* xyz 0 1
C 1.6876 -0.7347 0.5122
C -1.1175 0.7504 -0.5361
O 2.7062 -0.1787 0.6555
F -1.6442 1.8059 0.0956
Br -1.8918 -0.8837 -0.0364
H 1.2922 -1.6658 0.9135
H -1.0325 0.9065 -1.6042
*
```


Entry 2
C2H2BrFO as an isolated structure. Source: OMol25; level of theory: wB97M-V/def2-TZVPD.

Orbital gap ... 9.680 eV
Highest occupied orbital energy ... -9.9765 eV
E_LUMO ... -0.011 Ha

ORCA input file:
```
! wB97M-V def2-TZVPD RIJCOSX def2/J DEFGRID3
* xyz 0 1
C -0.7872 0.5078 0.6696
C -0.2226 -0.0079 -0.3575
O 0.6155 -1.5827 -0.2729
F -0.3873 0.4169 -1.5908
Br 2.3380 -1.1004 -0.5811
H -1.0998 1.4805 0.4415
H -0.4567 0.2858 1.6913
*
```


Tell me which of them is the most stable. Sure, it is entry 2.


Entry 1
CCl2FNO as an isolated structure. Source: OMol25; level of theory: wB97M-V/def2-TZVPD.

Orbital gap (alpha / beta) ... 5.742 / 5.762 eV
Highest occupied orbital energy (alpha / beta) ... -7.4950 / -7.4972 eV
E_LUMO (alpha / beta) ... -0.064 / -0.064 Ha

ORCA input file:
```
! wB97M-V def2-TZVPD RIJCOSX def2/J DEFGRID3
* xyz 0 1
C -0.5616 -0.8694 -0.9540
N 1.6793 1.1725 1.2616
O 0.6504 1.6727 1.4985
F -1.3775 0.0201 -1.6597
Cl -1.4494 -1.6881 0.2257
Cl 1.0589 -0.3078 -0.3720
*
```


Entry 2
A 2-piece molecular cluster, CCl2FNO overall. Source: OMol25; level of theory: wB97M-V/def2-TZVPD.

Orbital gap (alpha / beta) ... 6.028 / 6.042 eV
Highest occupied orbital energy (alpha / beta) ... -10.0188 / -10.0315 eV
E_LUMO (alpha / beta) ... -0.147 / -0.147 Ha

ORCA input file:
```
! wB97M-V def2-TZVPD RIJCOSX def2/J DEFGRID3
* xyz 0 1
C -0.2947 -0.6816 -0.1090
N 0.5373 0.2376 0.1059
O -0.7765 -1.7386 -0.0302
F -2.2878 0.8356 0.0534
Cl 2.3524 -0.5040 0.0150
Cl 0.4693 1.8509 -0.0352
*
```


Tell me which of them is the most stable. Sure, it is entry 1.